## P
Computed, not measured: 3 unconnected molecules or ions with the total composition C3H11NO4, with ωB97M-V/def2-TZVPD.

Geometry as ORCA input:
```
! wB97M-V def2-TZVPD RIJCOSX def2/J DEFGRID3
* xyz 0 1
C 0.287 2.937 0.056
N -0.159 1.594 -0.484
C -1.166 1.007 0.401
C -1.351 -0.456 0.230
O -2.067 -1.029 1.213
O -1.159 -1.097 -0.780
H 1.312 2.936 -0.316
H 0.192 3.033 1.141
H -0.235 3.823 -0.317
H -0.627 1.903 -1.331
H -2.194 1.389 0.481
H -0.823 1.204 1.428
H -2.266 -1.955 1.028
H 0.299 0.157 -2.983
H -0.608 0.859 -4.061
O -0.033 0.109 -3.890
H 4.646 -3.601 2.680
H 4.055 -2.201 2.914
O 4.623 -2.858 3.271
*
```

Computed properties:
structure (SMILES): CNCC(=O)O.O.O

---

## Q
Computed, not measured: 3 unconnected molecules or ions with the total composition C3H11NO4, with ωB97M-V/def2-TZVPD.

Geometry as ORCA input:
```
! wB97M-V def2-TZVPD RIJCOSX def2/J DEFGRID3
* xyz 0 1
C -1.110 -1.775 0.241
N -0.110 -1.561 -0.841
C -0.008 -0.237 -1.220
O 0.947 -0.188 -2.213
O -0.575 0.708 -0.785
C -0.420 -2.283 1.538
H -1.891 -2.417 -0.167
H -1.610 -0.885 0.601
H 0.323 -2.337 -1.299
H 1.159 0.697 -2.538
H -1.123 -2.936 2.150
H 0.453 -2.913 1.410
H 0.072 -1.417 2.060
H -1.278 3.526 0.994
H -0.089 2.848 0.322
O -0.378 3.686 0.700
H 1.712 1.707 -0.460
H 1.788 3.217 0.059
O 2.137 2.560 -0.549
*
```

Computed properties:
structure (SMILES): CCNC(=O)O.O.O

---

Most stable: Q

---

## P
Computed, not measured: 11 unconnected molecules or ions with the total composition C11H44O11, with ωB97M-V/def2-TZVPD.

Geometry as ORCA input:
```
! wB97M-V def2-TZVPD RIJCOSX def2/J DEFGRID3
* xyz 0 1
C 15.898 -16.952 4.138
O 16.202 -15.607 4.490
H 16.046 -17.648 4.964
H 14.845 -17.029 3.868
H 16.539 -17.269 3.316
H 17.155 -15.533 4.578
C 17.995 -8.595 11.475
O 17.247 -9.217 10.411
H 18.131 -7.528 11.301
H 17.424 -8.695 12.399
H 18.996 -9.012 11.589
H 17.762 -9.270 9.602
C 17.461 -10.332 5.424
O 18.186 -9.495 6.269
H 16.766 -10.936 6.008
H 16.849 -9.772 4.718
H 18.059 -11.081 4.904
H 18.538 -8.784 5.728
C 22.837 -10.954 4.364
O 23.198 -12.059 3.570
H 21.986 -10.429 3.929
H 22.569 -11.419 5.313
H 23.712 -10.307 4.422
H 23.489 -11.710 2.724
C 20.770 -16.065 5.160
O 20.294 -14.929 4.462
H 21.242 -16.804 4.512
H 21.517 -15.926 5.942
H 19.892 -16.602 5.517
H 21.019 -14.302 4.402
C 11.822 -13.778 5.498
O 12.873 -13.295 4.632
H 11.618 -14.819 5.248
H 12.324 -13.675 6.460
H 10.936 -13.150 5.405
H 13.651 -13.822 4.828
C 12.734 -8.973 2.257
O 13.110 -10.206 1.728
H 12.953 -8.127 1.605
H 11.657 -9.056 2.400
H 13.139 -8.719 3.237
H 13.146 -10.861 2.429
C 23.455 -7.986 9.119
O 24.729 -7.623 8.651
H 22.745 -7.973 8.292
H 23.512 -8.949 9.628
H 23.104 -7.321 9.909
H 25.283 -7.512 9.427
C 17.279 -3.905 7.907
O 17.551 -3.749 9.280
H 17.918 -4.681 7.486
H 16.234 -4.166 7.739
H 17.337 -2.974 7.344
H 18.499 -3.694 9.422
C 21.443 -4.909 3.863
O 20.644 -6.048 4.181
H 21.656 -4.780 2.801
H 20.943 -4.015 4.235
H 22.349 -5.026 4.457
H 20.003 -6.134 3.472
C 18.099 -8.217 0.735
O 17.666 -7.010 1.427
H 17.298 -8.586 0.095
H 18.980 -7.989 0.135
H 18.324 -9.048 1.404
H 17.338 -6.336 0.828
*
```

Computed properties:
structure (SMILES): CO.CO.CO.CO.CO.CO.CO.CO.CO.CO.CO

---

## Q
Computed, not measured: 11 unconnected molecules or ions with the total composition C11H44O11, with ωB97M-V/def2-TZVPD.

Geometry as ORCA input:
```
! wB97M-V def2-TZVPD RIJCOSX def2/J DEFGRID3
* xyz 0 1
C -1.605 -2.182 2.772
O -2.509 -2.545 3.824
H -1.598 -2.981 2.030
H -1.918 -1.236 2.327
H -0.619 -2.024 3.209
H -2.036 -2.614 4.653
C -3.079 -3.168 -0.732
O -2.997 -3.636 -2.088
H -4.007 -2.610 -0.583
H -3.137 -4.064 -0.106
H -2.220 -2.543 -0.508
H -3.890 -3.827 -2.386
C 0.596 2.456 -4.291
O 1.583 1.565 -4.773
H 0.633 3.505 -4.622
H -0.419 2.130 -4.538
H 0.693 2.550 -3.210
H 1.600 1.645 -5.731
C 3.341 -0.016 2.769
O 4.336 0.408 1.854
H 3.594 -0.955 3.258
H 3.259 0.709 3.590
H 2.323 -0.076 2.373
H 4.213 1.354 1.734
C -3.882 -0.056 -2.933
O -2.548 0.383 -2.802
H -4.038 -0.187 -4.004
H -4.100 -1.019 -2.460
H -4.585 0.695 -2.554
H -2.248 0.377 -1.886
C 1.588 4.241 -0.894
O 1.899 2.933 -0.469
H 0.767 4.319 -1.620
H 1.296 4.878 -0.062
H 2.465 4.677 -1.387
H 2.233 2.433 -1.232
C -0.719 0.393 5.342
O -0.020 0.428 4.105
H -0.055 0.062 6.141
H -1.031 1.410 5.609
H -1.615 -0.236 5.330
H -0.552 1.042 3.573
C -0.869 2.675 1.476
O -1.540 2.328 2.696
H 0.100 2.193 1.539
H -1.462 2.372 0.614
H -0.681 3.751 1.404
H -2.472 2.554 2.647
C 3.339 -0.130 -1.716
O 2.402 0.796 -2.249
H 4.302 0.004 -2.217
H 3.476 0.072 -0.657
H 3.018 -1.165 -1.857
H 2.405 0.896 -3.212
C 0.958 -4.021 -0.823
O 1.630 -4.286 -2.044
H 0.353 -3.109 -0.875
H 0.267 -4.804 -0.493
H 1.745 -3.864 -0.088
H 0.976 -4.275 -2.749
C 0.145 -0.328 0.260
O -0.214 0.318 -0.955
H 1.194 -0.189 0.513
H -0.465 0.098 1.065
H -0.136 -1.383 0.268
H 0.541 0.878 -1.169
*
```

Computed properties:
structure (SMILES): CO.CO.CO.CO.CO.CO.CO.CO.CO.CO.CO

---

Most stable: Q

---

## P
Computed, not measured: 4 unconnected molecules or ions with the total composition CH8O5, with ωB97M-V/def2-TZVPD.

Geometry as ORCA input:
```
! wB97M-V def2-TZVPD RIJCOSX def2/J DEFGRID3
* xyz 0 1
O -1.855 -0.522 -0.965
C -1.271 -1.435 -1.485
O 0.035 -1.669 -1.335
H -1.776 -2.161 -2.126
H 0.222 -1.335 -0.415
H 0.716 0.014 1.478
H 1.061 -1.507 1.496
O 0.435 -0.862 1.161
H 1.412 2.100 2.069
H 0.282 2.087 1.113
O 0.447 2.022 2.064
H 0.786 0.934 -1.392
H -0.653 0.913 -0.831
O 0.160 1.422 -0.831
*
```

Computed properties:
structure (SMILES): O=CO.O.O.O

---

## Q
Computed, not measured: 4 unconnected molecules or ions with the total composition CH8O5, with ωB97M-V/def2-TZVPD.

Geometry as ORCA input:
```
! wB97M-V def2-TZVPD RIJCOSX def2/J DEFGRID3
* xyz 0 1
O 1.496 2.542 2.108
C 0.387 2.305 1.769
O 0.107 1.946 0.488
H -0.487 2.658 2.330
H -0.641 1.365 0.399
H -1.239 1.059 -3.198
H -1.189 0.916 -1.716
O -1.784 1.199 -2.408
H -1.871 -2.742 0.762
H -2.304 -2.402 -0.693
O -1.701 -2.943 -0.147
H 2.727 -1.311 0.379
H 3.046 -2.626 -0.314
O 3.452 -1.966 0.243
*
```

Computed properties:
structure (SMILES): O=CO.O.O.O

---

Most stable: P

---

## P
Computed, not measured: a molecular structure, H39O19, with ωB97M-V/def2-TZVPD.

Geometry as ORCA input:
```
! wB97M-V def2-TZVPD RIJCOSX def2/J DEFGRID3
* xyz 1 1
O 1.632 -2.820 -3.095
H 2.540 0.253 -2.456
H 2.134 -2.361 -3.758
O 0.066 0.478 2.966
H -0.950 0.396 3.286
H 0.351 1.357 3.150
O -3.241 1.566 1.589
H -3.216 2.019 2.455
H -4.032 2.010 1.085
O 1.241 -1.039 1.395
H 1.024 -1.686 2.260
H 0.817 -0.183 1.399
O 2.661 -2.551 -0.320
H 3.418 -2.498 0.095
H 2.573 -3.565 -0.534
O 1.314 -0.211 -4.443
H 1.372 0.750 -4.364
H 1.751 -0.523 -3.573
O -0.709 2.021 0.905
H 0.191 1.995 0.964
H -0.861 2.816 0.459
O 2.102 -0.221 -1.895
H 2.661 -1.010 -1.420
O 2.330 2.679 -2.156
H 2.994 2.678 -2.797
H 2.282 3.542 -1.784
O 2.559 2.384 2.995
H 3.454 2.720 2.699
H -2.688 3.080 -2.757
O -2.693 -3.020 2.925
H -2.989 -3.035 2.088
H -1.776 -3.303 3.079
O -3.052 0.368 -2.863
H -3.648 0.936 -2.217
H -2.099 0.568 -2.821
O -3.850 -1.937 -1.674
H 2.420 1.810 2.250
H 1.531 -3.725 -3.124
O 0.443 -1.883 -0.744
H 0.836 -1.517 -1.616
H 0.991 -1.429 0.275
O 3.962 -0.811 2.940
H 3.597 -0.868 3.789
H 3.801 0.110 2.769
O 0.272 -2.370 3.052
H -2.824 -1.200 -0.406
H 0.863 -2.989 3.381
O -2.035 -1.166 0.237
H -0.250 -1.798 3.724
H -2.324 -0.334 0.628
O -1.887 3.030 -2.248
H -1.066 3.391 -2.481
H -3.739 -1.552 -2.472
O -1.746 4.695 0.254
H -1.834 3.887 -0.197
H -2.269 4.441 1.069
H -3.935 -2.855 -1.419
H -0.471 -1.523 -0.530
*
```

---

## Q
Computed, not measured: a molecular structure, H39O19, with ωB97M-V/def2-TZVPD.

Geometry as ORCA input:
```
! wB97M-V def2-TZVPD RIJCOSX def2/J DEFGRID3
* xyz 1 1
O -2.523 -3.427 -0.817
H -2.489 -3.104 -1.660
H -1.698 -3.865 -0.724
O 1.387 -2.507 -2.293
H 0.685 -2.951 -2.343
H 2.134 -2.655 -2.836
O 0.867 -0.925 4.232
H 1.178 0.066 3.885
H 0.645 -1.408 3.540
O -3.547 1.697 -2.192
H -4.145 1.597 -2.972
H -3.864 1.082 -1.544
O -0.671 -2.856 0.531
H 0.177 -3.274 0.955
H -1.428 -3.024 0.867
O -2.803 -0.118 1.021
H -2.885 -0.998 0.810
H -2.693 -0.121 1.948
O 2.756 0.109 2.112
H 3.281 -0.771 2.187
H 3.108 0.891 2.505
O -2.316 -0.073 3.961
H -2.846 -0.898 3.793
O 0.009 2.390 -1.328
H 0.200 3.371 -1.428
H -0.758 2.287 -0.689
O 2.293 0.784 -2.169
H 1.413 1.031 -2.397
H -0.775 2.892 -3.539
O 2.485 -4.221 0.894
H 2.207 -4.958 0.425
H 3.313 -3.791 0.565
O -2.773 2.798 1.467
H -2.678 2.171 2.138
H -3.333 3.538 1.737
O -0.666 -0.639 2.053
H 2.869 0.968 -2.938
H -0.169 0.750 -1.266
O 0.764 2.033 1.073
H 1.368 1.732 0.496
H 0.545 2.885 1.053
O -0.405 -0.475 -2.992
H 0.435 -0.892 -2.686
H -0.699 -1.138 -3.670
O 1.901 -0.903 -0.182
H 0.721 -0.429 -0.268
H 2.506 -0.703 -1.071
O -0.321 0.265 -0.492
H 1.618 -1.771 -0.308
H -1.130 -0.223 -0.554
O -0.029 3.264 -3.946
H 0.575 2.573 -4.025
H -0.232 0.156 2.004
O 3.489 3.173 -0.777
H 3.152 3.980 -0.934
H 3.425 2.824 0.057
H -1.136 -0.681 2.929
H -1.784 -0.082 4.707
*
```

---

Most stable: P

---

## P
Computed, not measured: 19 unconnected molecules or ions with the total composition H39O19, with ωB97M-V/def2-TZVPD.

Geometry as ORCA input:
```
! wB97M-V def2-TZVPD RIJCOSX def2/J DEFGRID3
* xyz 1 1
O -1.411 -1.264 -3.885
H 1.805 -0.057 -0.456
H -0.975 -1.719 -4.619
O 0.555 2.835 2.245
H 0.099 3.542 1.810
H 0.811 3.174 3.110
O -2.369 -3.047 0.876
H 0.283 0.352 1.795
H -2.983 -3.560 1.403
O 3.460 3.532 0.702
H 2.953 3.801 1.470
H 0.421 -3.325 -0.335
O -2.295 0.063 3.113
H -2.036 0.898 2.704
H -3.040 0.215 3.700
O -1.051 1.722 0.171
H -1.584 0.939 0.004
H -1.651 2.417 -0.096
O 1.699 -2.387 1.076
H 2.529 0.577 1.146
H 2.458 -2.446 1.669
O 2.081 0.155 0.434
H 1.942 -1.588 0.586
O -2.459 2.391 -3.124
H -1.887 2.881 -2.537
H -2.148 2.576 -4.014
O -3.801 2.062 -0.399
H -3.810 1.202 0.014
H -3.564 -0.861 -2.423
O 3.718 1.077 -2.035
H -2.464 -2.963 -0.070
H 3.982 1.869 -2.531
O 0.564 -4.219 0.046
H 0.070 -4.740 -0.598
H 2.897 1.500 -1.723
O 0.205 -0.354 2.447
H -4.042 2.118 -1.323
H -2.287 -1.266 -4.285
O 2.210 -0.725 4.414
H 3.125 -0.479 4.506
H 3.172 2.705 0.339
O -0.465 -2.918 2.598
H 0.015 -3.439 1.859
H -1.239 -2.986 1.910
O 2.330 3.587 -1.715
H 0.142 -1.640 -1.619
H 1.672 3.782 -1.048
O -0.544 -2.261 -1.334
H 3.188 3.807 -1.341
H -1.404 -1.840 -1.435
O -2.989 -0.236 -1.977
H -2.923 0.543 -2.549
H -0.153 -1.938 2.556
O 1.589 -0.870 -2.419
H 1.578 -0.302 -3.191
H 2.302 -1.499 -2.579
H -0.213 -0.126 3.280
H 1.929 -1.267 3.680
*
```

---

## Q
Computed, not measured: 19 unconnected molecules or ions with the total composition H39O19, with ωB97M-V/def2-TZVPD.

Geometry as ORCA input:
```
! wB97M-V def2-TZVPD RIJCOSX def2/J DEFGRID3
* xyz 1 1
O 0.253 -0.955 -3.743
H -0.708 -5.102 -1.756
H -0.686 -0.857 -3.535
O 1.852 -0.232 3.253
H 1.193 0.473 3.413
H 0.055 3.973 -1.459
O -3.226 -2.436 -2.518
H -4.705 2.327 0.782
H 0.711 -4.945 -1.748
O -1.134 2.766 -0.120
H 2.174 -3.421 2.826
H -2.693 -3.159 -2.183
O 1.588 2.432 3.659
H 2.509 2.654 3.874
H -0.749 -2.928 -0.308
O -1.511 -2.314 -0.217
H -1.665 0.970 4.065
H 2.006 1.404 -2.834
O 2.273 -3.397 1.866
H 1.219 -1.966 0.903
H 2.636 -0.168 3.796
O -0.053 -4.494 -2.141
H 1.742 2.624 2.692
O 1.767 1.364 1.085
H 2.162 0.490 1.220
H 1.660 1.730 0.214
O -0.118 3.633 -2.373
H -2.037 2.486 0.093
H 1.682 0.585 -4.635
O 1.132 -1.079 0.529
H -3.995 -1.906 -2.337
H 1.004 2.743 -2.401
O -3.802 2.304 1.102
H -3.550 1.478 1.521
H -0.911 3.335 -1.730
O -1.033 -0.293 1.549
H -1.542 -2.263 -1.197
H -0.780 0.139 -0.738
O -2.446 0.553 3.671
H -2.653 -0.194 4.251
H 1.991 -0.363 -3.515
O -1.542 2.945 3.133
H -1.376 3.866 3.370
H 3.069 -2.855 1.787
O -0.369 0.146 -1.612
H -2.499 2.947 3.000
H -0.205 -0.803 -1.679
O 1.676 1.967 -2.027
H 0.272 -1.554 -4.502
H 1.059 1.263 -1.689
O 2.378 0.393 -3.990
H -1.468 -0.167 2.420
H -0.471 2.514 0.535
O 2.861 -2.647 -2.085
H 3.787 -2.428 -1.932
H 2.330 -2.069 -1.501
H -1.465 -0.918 0.939
H 0.345 -0.589 0.957
*
```

---

Most stable: Q